48
Properties=species:S:1:pos:R:3:lowdin_spin:R:1 method="wB97M-V/def2-TZVPD" lumo_ev="-6.684 / -10.334" e_homo_ev="-15.20 / -15.26" largest_force_ha_per_bohr=0.0127 total_charge=+2 multiplicity=6
Ir -0.2026 1.0966 0.2457 2.740
O 0.3352 2.5574 -1.2135 0.215
N -0.4215 2.7768 -2.2847 0.063
C 0.0231 3.6756 -3.1589 0.031
C -0.6917 3.9504 -4.3237 0.121
C -1.8851 3.2975 -4.5828 -0.016
C -2.3547 2.3877 -3.6543 0.121
C -1.6190 2.1210 -2.4878 0.064
S -2.2056 1.0385 -1.3292 0.725
H 0.9552 4.1513 -2.8873 0.002
H -0.2925 4.6851 -5.0104 0.005
H -2.4459 3.5017 -5.4847 -0.003
H -3.2939 1.8681 -3.7950 0.005
C -2.3064 1.6847 3.9225 0.007
C -1.2739 1.0247 3.0293 0.043
O -1.2642 1.6227 1.7435 0.453
C -1.6280 -0.4718 2.8710 0.009
F -2.7993 -0.5834 2.2421 0.000
F -0.7043 -1.0857 2.0762 0.024
F -1.6792 -1.1282 4.0063 0.003
C 0.1401 1.1969 3.6446 0.012
F 0.3552 0.3758 4.6515 0.005
F 1.0952 0.9354 2.6969 0.033
F 0.3268 2.4472 4.0339 0.001
H -3.2926 1.5616 3.4807 0.000
H -2.0871 2.7453 4.0065 0.000
H -2.2941 1.2326 4.9135 0.001
C -0.0356 -1.4953 -2.2324 0.025
N 0.6112 -2.2429 -1.1666 0.019
C 0.1107 -3.6099 -0.9580 0.002
C 1.3849 -1.6191 -0.2685 0.031
N 1.2933 -0.2824 -0.1004 0.184
N 2.2706 -2.3224 0.4425 0.029
C 2.8276 -1.7822 1.6874 0.002
C 3.0335 -3.4408 -0.1338 0.003
H -0.2975 -2.1816 -3.0348 0.002
H 0.6297 -0.7269 -2.6234 0.000
H -0.9637 -1.0242 -1.8934 0.017
H -0.9794 -3.5896 -0.9378 0.001
H 0.4624 -4.0058 -0.0128 0.000
H 0.4255 -4.2710 -1.7648 0.001
H 2.0874 0.0778 0.4196 0.017
H 3.7041 -1.1524 1.5070 0.001
H 3.1444 -2.6154 2.3103 0.001
H 2.0738 -1.2194 2.2316 0.000
H 2.6602 -3.7101 -1.1119 0.000
H 2.9897 -4.3082 0.5222 0.001
H 4.0778 -3.1437 -0.2339 0.001

=====

11
Properties=species:S:1:pos:R:3:nbo_charge:R:1 method="wB97M-V/def2-TZVPD" lumo_ev=-1.593 e_homo_ev=-9.95 largest_force_ha_per_bohr=0.0680
C 3.0857 0.2372 0.2195 0.145
C 1.8315 0.1902 0.4413 -0.517
C 0.5558 0.1202 0.8597 0.441
C -0.4818 1.0709 0.4703 -0.254
C -1.2576 0.3357 -0.3454 -0.149
C -0.5917 -1.0036 -0.4269 -0.139
O 0.0302 -1.1314 0.8538 -0.467
H 0.5230 -0.7388 -1.0016 0.228
H -0.3922 2.1432 0.5515 0.249
H -2.0845 0.6591 -0.9684 0.236
H -1.2183 -1.8828 -0.6538 0.228

=====

10
Properties=species:S:1:pos:R:3:lowdin_spin:R:1 method="wB97M-V/def2-TZVPD" lumo_ev="4.103 / 1.655" e_homo_ev="-1.18 / -4.63" largest_force_ha_per_bohr=0.2361 total_charge=-1 multiplicity=3
C -0.2931 -1.2416 -0.0093 0.806
C 0.2147 -0.6819 -1.0820 0.743
C -0.4255 -0.1051 1.3815 0.057
C 0.2606 1.5528 -0.1595 0.012
N -0.1167 1.1617 1.0888 0.014
O -0.8351 -0.5893 2.4002 0.036
O 0.5445 2.7057 -0.4048 0.044
O 0.2261 0.7088 -1.2430 0.206
H -0.2089 -2.3202 0.1055 0.048
H 0.6334 -1.1909 -2.0774 0.033